Density functional theory data (ωB97M-V/def2-TZVPD) for a 2-piece molecular cluster, C3H8F2NO overall at a distorted geometry.

Properties
HOMO-LUMO gap   0.30847 Eh
E   -12201.74238 eV
Molar mass   112.10 g/mol

ORCA input file:
```
! wB97M-V def2-TZVPD RIJCOSX def2/J DEFGRID3
* xyz 1 1
C 0.98237 1.10601 -0.12823
C -1.35010 0.36184 -0.13259
C 0.99812 -2.07833 1.09344
N 0.05155 0.00952 -0.22640
O 0.88714 -3.03765 0.30178
F 2.17448 -1.47130 1.18712
F 0.14143 -0.79081 -1.52592
H 0.95080 1.36365 0.92614
H 1.94571 0.67797 -0.43952
H 0.58117 1.96652 -0.73798
H -1.90407 -0.65915 -0.34791
H -1.49650 0.59032 0.85545
H -1.36881 1.15855 -0.94546
H 0.24763 -1.66529 1.71178
H 1.45230 -3.11324 -0.52705
*
```

Atom charges from the Mulliken analysis, given in e for atoms 1 to 4: -0.764 -0.817 0.456 0.090